i:
# C5H7N3

A single C5H7N3 molecule (ωB97M-V/def2-TZVPD, OMol25).

Properties
* molar mass: 109.13 g mol⁻¹
* SMILES: C=C=NC/C=N\N=C
* gap between HOMO and LUMO: 9.4 eV

Last column: natural (NBO) charge in e.
Cartesian coordinates (Å):
C 1.66 0.61 -1.67  -0.653
C 1.28 0.24 -0.44  0.400
N 1.35 0.33 0.75  -0.394
C 0.34 0.24 1.76  -0.319
C -1.00 0.62 1.33  0.049
N -1.79 0.07 0.51  -0.227
N -1.53 -1.19 0.05  -0.250
C -1.22 -1.38 -1.15  -0.108
H 1.75 1.77 -1.87  0.245
H 1.64 0.02 -2.60  0.235
H 0.73 0.95 2.48  0.224
H 0.38 -0.66 2.26  0.236
H -1.52 1.52 1.75  0.194
H -1.21 -2.44 -1.29  0.184
H -0.85 -0.69 -1.88  0.183


ii:
# C5H7N3

A single C5H7N3 molecule (ωB97M-V/def2-TZVPD, OMol25).

Properties
* molar mass: 109.13 g mol⁻¹
* SMILES: C[C@H]1Cc2[nH]nnc21
* gap between HOMO and LUMO: 9.9 eV

Last column: natural (NBO) charge in e.
Cartesian coordinates (Å):
C -1.71 -0.92 0.31  -0.624
C -0.89 0.00 -0.41  -0.255
C -0.21 1.44 0.01  -0.387
C 1.18 0.71 -0.15  0.090
N 2.40 0.44 0.09  -0.321
N 2.55 -0.88 0.14  -0.079
N 1.45 -1.53 -0.28  -0.218
C 0.59 -0.43 -0.61  0.039
H -1.54 -1.57 1.42  0.224
H -1.79 -1.90 -0.38  0.237
H -2.87 -0.45 0.43  0.212
H -1.58 0.05 -1.36  0.223
H -0.41 2.35 -0.66  0.228
H -0.33 1.80 1.11  0.227
H 3.17 0.89 0.34  0.404


Energy above the most stable structure, in eV: i 0.000; ii 1.186


i:
# C2H14O4S

5 unconnected molecules or ions with the total composition C2H14O4S (ωB97M-V/def2-TZVPD, OMol25).

Properties
* molar mass: 134.20 g mol⁻¹
* SMILES: CCS.O.O.O.O
* gap between HOMO and LUMO: 9.0 eV

Last column: natural (NBO) charge in e.
Cartesian coordinates (Å):
C -0.72 -0.45 -1.72  -0.603
C -1.99 -0.37 -0.85  -0.568
S -1.88 -0.66 0.88  -0.005
H -0.90 -0.07 -2.75  0.216
H -0.45 -1.50 -1.73  0.197
H 0.13 0.13 -1.29  0.214
H -2.33 0.65 -0.95  0.223
H -2.87 -0.81 -1.31  0.218
H -2.20 0.44 1.41  0.108
O -0.46 3.13 0.67  -0.931
H -0.05 2.46 1.12  0.470
H -0.30 3.02 -0.20  0.459
O 1.52 -2.22 -0.57  -0.942
H 0.67 -2.40 -0.25  0.481
H 2.13 -2.46 0.18  0.478
O 2.87 -0.19 0.53  -0.981
H 2.60 -0.80 -0.18  0.490
H 2.68 0.71 0.28  0.476
O 0.45 0.45 1.83  -0.951
H -0.06 0.92 2.56  0.462
H 1.16 0.03 2.34  0.491


ii:
# C2H14O4S

5 unconnected molecules or ions with the total composition C2H14O4S (ωB97M-V/def2-TZVPD, OMol25).

Properties
* molar mass: 134.20 g mol⁻¹
* SMILES: CSC.O.O.O.O
* gap between HOMO and LUMO: 8.8 eV

Last column: natural (NBO) charge in e.
Cartesian coordinates (Å):
C 0.82 -2.09 1.75  -0.761
S 1.61 -0.56 2.25  0.193
C 2.02 0.13 0.65  -0.754
H 0.88 -2.75 2.61  0.234
H 1.45 -2.64 1.06  0.209
H -0.20 -1.96 1.38  0.220
H 2.50 1.10 0.76  0.233
H 2.64 -0.55 0.08  0.212
H 1.10 0.38 0.14  0.212
O -1.97 1.87 -0.53  -0.955
H -1.96 1.09 0.04  0.485
H -1.62 1.58 -1.38  0.469
O -2.92 -1.06 0.32  -0.962
H -3.48 -1.23 1.09  0.484
H -3.48 -0.91 -0.45  0.481
O 1.49 4.66 -1.04  -0.943
H 1.41 3.83 -0.57  0.470
H 0.60 4.95 -1.25  0.472
O -0.20 -1.72 -2.61  -0.938
H -1.06 -2.11 -2.39  0.469
H 0.37 -2.01 -1.89  0.469


Energy above the most stable structure, in eV: i 1.047; ii 0.000


i:
# C3H11NO2S

2 unconnected molecules or ions with the total composition C3H11NO2S (ωB97M-V/def2-TZVPD, OMol25).

Properties
* molar mass: 125.19 g mol⁻¹
* SMILES: N[C@H](CO)CS.O
* gap between HOMO and LUMO: 9.0 eV

Last column: natural (NBO) charge in e.
Cartesian coordinates (Å):
N -0.20 -0.07 1.23  -0.832
C -0.43 -0.82 -0.03  -0.091
C 0.94 -1.18 -0.52  -0.073
O 1.61 -2.05 0.41  -0.705
C -1.17 -0.02 -1.09  -0.499
S -2.84 0.25 -0.35  -0.060
H 0.00 0.89 1.12  0.392
H 0.47 -0.60 1.65  0.324
H -1.08 -1.74 0.04  0.191
H 1.48 -0.29 -0.67  0.167
H 0.88 -1.85 -1.48  0.174
H 1.71 -1.46 1.22  0.441
H -1.37 -0.62 -1.99  0.227
H -0.69 0.93 -1.25  0.216
H -2.78 -0.77 0.49  0.122
O 0.97 2.81 0.49  -0.958
H 1.74 3.18 0.96  0.482
H 0.76 3.40 -0.25  0.482


ii:
# C3H11NO2S

2 unconnected molecules or ions with the total composition C3H11NO2S (ωB97M-V/def2-TZVPD, OMol25).

Properties
* molar mass: 125.19 g mol⁻¹
* SMILES: OCNCCS.O
* gap between HOMO and LUMO: 9.9 eV

Last column: natural (NBO) charge in e.
Cartesian coordinates (Å):
O -0.98 3.99 -0.45  -0.715
C -0.35 2.88 -1.09  0.083
N 0.10 1.83 -0.20  -0.645
C -0.78 0.73 0.21  -0.254
C 0.19 -0.41 0.54  -0.460
S -0.64 -2.13 0.51  -0.104
H -1.67 3.55 0.06  0.457
H -0.97 2.49 -1.90  0.154
H 0.58 3.27 -1.53  0.174
H 0.45 2.37 0.59  0.364
H -1.49 0.82 1.03  0.190
H -1.23 0.43 -0.75  0.197
H 0.85 -0.57 -0.31  0.215
H 0.86 -0.35 1.40  0.229
H -1.13 -2.10 -0.75  0.117
O 2.68 -3.96 0.20  -0.954
H 3.44 -4.34 -0.19  0.472
H 2.15 -3.41 -0.38  0.481


Energy above the most stable structure, in eV: i 0.137; ii 0.000


i:
# C2H7N2O

A gas-phase ion, C2H7N2O (charge +1) (ωB97M-V/def2-TZVPD, OMol25).

Properties
* molar mass: 75.09 g mol⁻¹
* total charge: +1
* gap between HOMO and LUMO (alpha / beta): 7.5 / 7.5 eV
* multiplicity: 3

Last column: natural (NBO) charge in e.
Cartesian coordinates (Å):
C -0.25 -0.03 -0.45  0.063
C 1.09 -0.71 -0.31  -0.072
N -1.23 -0.65 0.42  -0.789
N -0.01 1.25 0.15  -0.706
O 1.93 -0.33 0.44  -0.253
H -0.55 0.01 -1.47  0.252
H 1.15 -1.64 -0.97  0.289
H -0.80 -0.87 1.36  0.388
H -1.59 -1.53 -0.04  0.415
H -0.36 1.14 1.13  0.465
H -0.43 2.09 -0.41  0.482
H 1.05 1.29 0.16  0.467


ii:
# C2H7N2O

3 unconnected molecules or ions with the total composition C2H7N2O (ωB97M-V/def2-TZVPD, OMol25).

Properties
* molar mass: 75.09 g mol⁻¹
* total charge: +1
* gap between HOMO and LUMO (alpha / beta): 6.2 / 6.8 eV
* multiplicity: 3

Last column: natural (NBO) charge in e.
Cartesian coordinates (Å):
C 0.78 -0.73 0.59  0.635
C 2.03 1.27 -0.35  -0.328
N 1.69 0.12 -0.02  -0.127
N -0.22 -1.43 -0.35  -0.788
O 2.21 -1.03 0.19  -0.252
H -2.09 -0.14 0.75  -0.150
H 3.05 1.28 -0.64  0.227
H 1.42 2.05 -0.59  0.231
H -2.58 0.08 1.40  0.171
H -1.03 -0.90 0.03  0.452
H -0.27 -2.41 -0.10  0.457
H -0.29 -1.54 -1.36  0.474


Energy above the most stable structure, in eV: i 0.000; ii 6.494


i:
# C15H25NO3

A single C15H25NO3 molecule (ωB97M-V/def2-TZVPD, OMol25).

Properties
* molar mass: 267.37 g mol⁻¹
* SMILES: CCCCCNC(=O)[C@H]1CC(=O)OC12CCCCC2
* gap between HOMO and LUMO: 10.5 eV

Last column: natural (NBO) charge in e.
Cartesian coordinates (Å):
C -4.44 -1.59 0.51  -0.607
C -4.79 -0.53 -0.53  -0.404
C -3.57 0.07 -1.26  -0.402
C -3.03 1.37 -0.66  -0.398
C -2.50 1.25 0.78  -0.232
N -1.44 0.28 0.89  -0.620
C -0.14 0.63 0.99  0.700
O 0.22 1.79 1.09  -0.639
C 0.83 -0.54 1.06  -0.338
C 0.41 -1.86 0.44  -0.544
C 1.75 -2.50 0.08  0.803
O 1.95 -3.65 -0.18  -0.565
O 2.71 -1.58 0.09  -0.506
C 2.19 -0.26 0.35  0.321
C 3.17 0.49 1.25  -0.426
C 4.51 0.71 0.55  -0.401
C 4.32 1.45 -0.77  -0.396
C 3.38 0.66 -1.67  -0.397
C 2.03 0.48 -0.98  -0.454
H -3.87 -1.17 1.34  0.190
H -5.35 -2.03 0.91  0.217
H -3.85 -2.39 0.05  0.201
H -5.44 -0.99 -1.27  0.207
H -5.35 0.28 -0.06  0.197
H -3.85 0.29 -2.29  0.215
H -2.77 -0.68 -1.31  0.188
H -2.22 1.73 -1.29  0.210
H -3.82 2.12 -0.66  0.205
H -3.31 0.98 1.46  0.192
H -2.09 2.21 1.09  0.241
H -1.69 -0.69 0.79  0.400
H 1.04 -0.69 2.12  0.238
H -0.15 -2.52 1.10  0.244
H -0.15 -1.73 -0.49  0.235
H 3.32 -0.07 2.17  0.209
H 2.71 1.45 1.50  0.237
H 4.96 -0.27 0.36  0.207
H 5.17 1.27 1.21  0.210
H 5.28 1.58 -1.26  0.209
H 3.90 2.43 -0.57  0.195
H 3.81 -0.32 -1.88  0.207
H 3.24 1.18 -2.62  0.209
H 1.58 1.45 -0.79  0.239
H 1.35 -0.09 -1.63  0.203


ii:
# C15H25NO3

A molecular structure, C15H25NO3 (ωB97M-V/def2-TZVPD, OMol25).

Properties
* molar mass: 267.37 g mol⁻¹
* gap between HOMO and LUMO: 8.7 eV

Last column: natural (NBO) charge in e.
Cartesian coordinates (Å):
C -0.92 -2.52 0.27  -0.555
H -0.49 -1.89 1.00  0.229
H -1.43 -3.22 0.57  0.172
H -0.04 -3.01 -0.30  0.171
C -1.72 -1.87 -0.98  -0.215
N -3.00 -1.22 -0.19  -0.446
C -4.16 -2.18 -0.09  -0.149
C -5.05 -1.77 0.79  -0.681
H -4.52 -1.77 1.75  0.212
H -5.48 -0.87 0.80  0.225
H -5.85 -2.36 0.97  0.229
H -4.73 -1.91 -1.31  0.071
H -3.66 -3.24 -0.27  0.233
C -3.26 0.25 -0.77  -0.327
C -2.33 1.16 -0.53  0.003
C -1.62 1.99 0.09  0.000
C -0.61 2.92 0.44  0.067
C -1.05 4.34 -0.24  -0.596
H -0.78 4.38 -1.46  0.195
H -0.38 5.23 0.14  0.212
H -2.09 4.65 -0.20  0.214
O 0.61 2.92 0.26  -0.507
C 1.34 1.98 0.95  0.191
O 1.01 0.60 0.70  -0.556
C 1.62 0.35 -0.97  -0.081
C 3.16 0.13 -0.72  -0.029
C 4.28 -0.06 -0.64  -0.035
C 5.76 0.17 -0.58  -0.058
H 6.09 0.25 -1.40  0.177
O 6.20 -1.35 -0.23  -0.544
C 5.78 -1.69 0.91  -0.221
H 4.65 -1.86 0.93  0.158
H 6.21 -1.15 1.79  0.149
H 6.15 -2.94 1.01  0.162
H 6.05 0.63 0.24  0.201
H 1.34 1.09 -1.46  0.174
H 1.24 -0.81 -1.12  0.254
H 2.42 2.09 1.08  0.183
H 1.01 1.99 1.96  0.161
H -0.87 3.33 1.58  0.152
H -4.18 0.39 -0.27  0.231
H -3.48 0.21 -1.67  0.194
H -1.21 -0.90 -1.11  0.209
H -2.02 -2.44 -1.70  0.173


Energy above the most stable structure, in eV: i 0.000; ii 21.530


i:
# C3H6IN2

A gas-phase ion, C3H6IN2 (charge +1) (ωB97M-V/def2-TZVPD, OMol25).

Properties
* molar mass: 197.00 g mol⁻¹
* total charge: +1
* gap between HOMO and LUMO: 7.4 eV

Last column: natural (NBO) charge in e.
Cartesian coordinates (Å):
C -0.44 -0.01 -0.63  -0.209
C -0.14 1.56 1.25  0.420
C -1.29 -1.10 -0.10  -0.636
N -0.33 0.85 0.38  -0.191
N 2.74 0.12 0.08  -0.971
I 1.75 -0.90 -1.18  0.982
H -0.66 0.56 -1.48  0.259
H -0.05 2.17 2.08  0.287
H -0.92 -1.62 0.76  0.247
H -1.42 -1.94 -0.82  0.252
H -2.19 -0.63 0.06  0.230
H 2.95 0.95 -0.39  0.331


ii:
# C3H6IN2

3 unconnected molecules or ions with the total composition C3H6IN2 (ωB97M-V/def2-TZVPD, OMol25).

Properties
* molar mass: 197.00 g mol⁻¹
* total charge: +1
* gap between HOMO and LUMO: 8.7 eV

Last column: natural (NBO) charge in e.
Cartesian coordinates (Å):
C 0.39 1.47 0.19  -0.083
C -1.27 0.10 0.69  0.214
C 1.03 0.28 0.25  -0.093
N -0.98 1.28 0.33  -0.302
N -0.02 -0.69 0.82  -0.657
I 2.94 -0.26 -0.16  0.400
H 0.67 2.37 -0.42  0.283
H -2.15 -0.51 0.47  0.253
H -0.49 -0.86 -2.72  0.114
H -0.38 -0.58 -1.78  -0.113
H 0.22 -0.86 1.88  0.489
H 0.04 -1.74 0.46  0.495


Energy above the most stable structure, in eV: i 1.515; ii 0.000


i:
# C6H9N3O

A single C6H9N3O molecule (ωB97M-V/def2-TZVPD, OMol25).

Properties
* molar mass: 139.16 g mol⁻¹
* SMILES: C=C1N=C(C)C(=O)NN1C
* gap between HOMO and LUMO: 8.1 eV

Last column: natural (NBO) charge in e.
Cartesian coordinates (Å):
C 1.75 1.31 -0.07  -0.492
C 0.64 0.58 0.08  0.281
N -0.57 1.23 0.07  -0.395
C -1.68 0.62 0.07  0.224
C -2.96 1.37 0.08  -0.655
C -1.78 -0.88 0.01  0.572
O -2.80 -1.52 -0.11  -0.598
N -0.56 -1.47 0.04  -0.428
N 0.65 -0.81 0.33  -0.260
C 1.82 -1.58 0.01  -0.411
H 2.74 0.90 -0.10  0.197
H 1.65 2.38 -0.15  0.224
H -3.47 1.21 1.03  0.237
H -3.62 0.97 -0.70  0.242
H -2.78 2.43 -0.07  0.234
H -0.52 -2.49 0.08  0.408
H 1.64 -2.62 0.27  0.204
H 2.11 -1.51 -1.04  0.192
H 2.64 -1.21 0.63  0.222


ii:
# C6H9N3O

A molecular structure, C6H9N3O (ωB97M-V/def2-TZVPD, OMol25).

Properties
* molar mass: 139.16 g mol⁻¹
* gap between HOMO and LUMO: 9.9 eV

Last column: natural (NBO) charge in e.
Cartesian coordinates (Å):
N -0.78 2.02 0.46  -0.826
C -0.72 0.66 0.89  -0.005
C -1.87 -0.27 0.55  -0.243
C -1.55 -0.86 -0.82  -0.072
N -0.31 -0.22 -1.29  -0.604
C 0.17 -0.40 0.11  -0.005
C 1.60 -0.51 0.33  0.415
N 2.55 -0.69 1.06  -0.436
C -0.95 -1.46 0.41  -0.244
H 0.00 2.57 0.81  0.372
H -0.79 2.08 -0.55  0.380
H -0.48 0.60 1.96  0.211
H -2.88 -0.25 0.95  0.242
H -2.32 -1.24 -1.50  0.231
H 0.16 -0.92 -1.87  0.358
H -0.95 -2.45 0.86  0.247
O 3.02 0.72 -0.84  -1.078
H 3.54 0.19 0.13  0.560
H 2.56 0.43 -1.64  0.497


iii:
# C6H9N3O

A single C6H9N3O molecule (ωB97M-V/def2-TZVPD, OMol25).

Properties
* molar mass: 139.16 g mol⁻¹
* SMILES: [H]/N=C(\C#N)CN(C)C(C)=O
* gap between HOMO and LUMO: 9.6 eV

Last column: natural (NBO) charge in e.
Cartesian coordinates (Å):
H -0.24 3.15 1.23  0.360
N -0.44 2.19 1.53  -0.542
C 0.37 1.34 1.01  0.212
C 1.42 1.78 0.02  0.193
N 2.29 2.30 -0.55  -0.278
C 0.36 -0.16 1.17  -0.270
N 0.27 -0.75 -0.17  -0.489
C 1.33 -1.68 -0.57  -0.415
C -1.03 -0.99 -0.69  0.704
C -1.96 0.18 -0.78  -0.727
O -1.38 -2.10 -1.08  -0.571
H 1.30 -0.46 1.64  0.239
H -0.49 -0.46 1.78  0.228
H 2.15 -1.09 -0.98  0.205
H 1.69 -2.27 0.28  0.189
H 1.00 -2.38 -1.34  0.241
H -2.34 0.49 0.19  0.244
H -2.82 -0.09 -1.39  0.248
H -1.45 1.00 -1.30  0.232


Energy above the most stable structure, in eV: i 0.390; ii 4.792; iii 0.000


i:
# C6H9N3O

2 unconnected molecules or ions with the total composition C6H9N3O (ωB97M-V/def2-TZVPD, OMol25).

Properties
* molar mass: 139.16 g mol⁻¹
* gap between HOMO and LUMO (alpha / beta): 8.4 / 8.1 eV

Last column: natural (NBO) charge in e.
Cartesian coordinates (Å):
C -3.52 0.18 -0.43  -0.097
C -2.47 0.04 -1.24  -0.108
C -1.86 0.66 0.84  0.132
C 1.00 2.12 0.16  0.484
C 2.18 -0.63 -0.70  -0.600
C 0.70 -0.84 -0.27  -0.264
N -3.16 0.65 0.80  -0.438
N -1.38 0.38 -0.44  -0.224
N -0.07 0.27 -0.76  -0.242
O 1.11 2.47 1.30  -0.460
H -4.60 -0.01 -0.64  0.212
H -2.34 -0.07 -2.32  0.233
H -1.43 1.16 1.58  0.198
H 1.22 2.77 -0.65  0.152
H 3.03 -1.18 -0.29  0.227
H 2.17 -0.87 -1.76  0.212
H 2.35 0.49 -0.49  0.193
H 0.27 -1.80 -0.48  0.216
H 0.76 -0.80 0.84  0.173


ii:
# C6H9N3O

A single C6H9N3O molecule (ωB97M-V/def2-TZVPD, OMol25).

Properties
* molar mass: 139.16 g mol⁻¹
* SMILES: [H]/N=C(\O)c1cnn(C)c1C
* gap between HOMO and LUMO: 9.9 eV

Last column: natural (NBO) charge in e.
Cartesian coordinates (Å):
H 3.80 -0.51 -0.30  0.360
N 2.87 -0.75 0.24  -0.666
C 2.22 0.33 0.07  0.537
O 2.95 1.27 -0.76  -0.725
C 0.80 0.58 0.29  -0.268
C 0.16 1.85 0.30  -0.036
N -1.14 1.71 0.05  -0.264
N -1.37 0.39 0.11  -0.158
C -2.73 -0.12 0.02  -0.413
C -0.25 -0.34 0.22  0.226
C -0.25 -1.83 0.13  -0.664
H 2.33 1.94 -1.08  0.476
H 0.59 2.84 0.38  0.214
H -3.41 0.73 0.18  0.240
H -2.91 -0.55 -0.97  0.207
H -2.89 -0.88 0.79  0.213
H -0.58 -2.28 1.08  0.232
H -0.94 -2.17 -0.66  0.220
H 0.75 -2.20 -0.11  0.268


Energy above the most stable structure, in eV: i 4.689; ii 0.000